(1)
This record from OMol25 describes 2 unconnected molecules or ions with the total composition C8H18O2P. The level of theory is wB97M-V/def2-TZVPD.

Geometry as XYZ:
```
29
C8H18O2P (wB97M-V/def2-TZVPD)
C -0.47708 2.29354 2.99130
C -0.36396 -3.11932 -1.23262
C -0.59869 1.36611 -1.83510
C 0.22310 1.79321 1.68745
C -0.20330 -2.11468 -0.06733
C -1.04863 0.11287 -1.07602
C 0.84198 0.34114 1.91556
C 0.13352 -0.79589 -0.72635
O 1.18364 -0.37459 -3.05940
O 2.59427 -1.72709 -1.52618
P 1.64371 -0.64004 -1.65810
H -0.45433 3.35288 3.08816
H 0.10239 1.95212 3.89851
H -1.51634 1.86071 3.01904
H -1.54517 -3.31220 -1.55210
H 0.21443 -2.78450 -1.99174
H -0.10331 -4.15147 -0.85612
H 0.13760 1.71074 -1.19385
H -1.28957 2.25348 -2.04597
H -0.30003 1.14001 -2.93043
H 0.98861 2.48479 1.33804
H -0.62844 1.88097 0.94909
H 0.73702 -2.42709 0.51481
H -1.08071 -2.09176 0.58155
H -1.36755 0.61305 -0.18781
H -1.81971 -0.39328 -1.57695
H 1.84634 0.45161 2.14173
H 0.18910 -0.23929 2.52747
H 1.96110 0.56397 -1.13666
```

Calculated values
- gap between HOMO and LUMO (spin up / spin down) (eV) = 6.691 / 7.922
- ΔE to the lowest compared entry with this formula, charge and spin (kcal per mole) = 90.30
- total charge = -1
- E_tot (Ha) = -807.35505
- molecular weight (g mol⁻¹) = 177.204
- highest occupied orbital energy (spin up / spin down) (eV) = -3.59 / -4.58
- LUMO level (spin up / spin down) (eV) = 3.10 / 3.34

(2)
This record from OMol25 describes 13 unconnected molecules or ions with the total composition C44H119N9O18. The level of theory is wB97M-V/def2-TZVPD.

Geometry as XYZ:
```
190
C44H119N9O18 (wB97M-V/def2-TZVPD)
C -0.91567 -9.23722 3.47350
O -0.82968 -8.30120 4.22318
N -0.40010 -10.40951 3.72091
N -1.14632 -9.18317 2.16996
H -0.00641 -10.53573 4.64241
H -0.39435 -11.15171 3.03592
H -0.52288 -9.84658 1.73257
H -1.30582 -8.24152 1.84143
C -2.08481 -4.29956 6.51606
O -2.51801 -3.27684 6.98139
N -1.18470 -4.32222 5.60118
N -2.17891 -5.50044 7.01482
H -1.26592 -3.51157 5.00422
H -0.94023 -5.26225 5.32428
H -2.82132 -5.62753 7.78375
H -1.84728 -6.25581 6.43213
C 7.50190 3.62520 -3.46267
C 8.23134 4.95477 -3.58267
O 9.46792 4.63892 -4.10372
H 6.88692 3.29679 -4.30056
H 6.86432 3.76353 -2.58948
H 8.15229 2.76922 -3.28272
H 8.55406 5.57169 -2.74401
H 7.80628 5.64079 -4.31534
H 9.72145 5.09757 -4.90806
C -3.78082 -5.08474 -5.97711
C -2.92800 -3.86115 -6.08202
O -3.11088 -3.32140 -7.35508
H -3.62100 -5.94171 -6.63145
H -4.80364 -4.71831 -6.06484
H -3.80984 -5.41748 -4.93955
H -1.87373 -4.08254 -5.91583
H -3.10870 -3.21561 -5.22252
H -2.26174 -3.15219 -7.76972
C 0.42388 6.41813 -5.95114
C -0.31122 5.32677 -6.58162
O -1.61934 5.28026 -6.06164
H 0.54690 6.29090 -4.87561
H 0.03049 7.42193 -6.11155
H 1.40045 6.50888 -6.42672
H 0.17007 4.34884 -6.59247
H -0.46038 5.49234 -7.64860
H -2.22273 4.69910 -6.53047
C 1.61141 0.98486 6.17812
C 0.34413 0.80785 7.02051
O -0.72048 0.54216 6.08374
H 2.34696 1.55126 6.74933
H 1.34205 1.60032 5.31977
H 1.97513 0.03297 5.79120
H 0.11473 1.64777 7.67626
H 0.33326 -0.08194 7.65000
H -1.21811 -0.12455 6.56276
C 3.88304 8.57147 -1.27612
C 5.40085 8.38212 -0.93332
O 6.13163 9.52734 -1.19205
H 3.59073 9.05545 -2.20800
H 3.48620 9.02422 -0.36748
H 3.59748 7.51956 -1.27038
H 5.77181 7.62738 -1.62675
H 5.59399 8.01267 0.07381
H 5.91677 10.25411 -0.60277
C -7.31401 -5.97436 4.35187
C -7.86141 -5.18176 3.06582
O -9.19425 -5.23318 3.42295
H -7.40212 -5.41037 5.28044
H -6.28385 -6.23827 4.11262
H -7.88185 -6.89471 4.48834
H -7.45009 -5.70473 2.20243
H -7.52063 -4.15261 2.95253
H -9.75953 -5.11339 2.65632
C -1.67373 9.17626 -0.85213
O -2.23252 10.47786 -0.79606
C -2.77426 10.97713 -2.09805
C -3.20183 12.43993 -1.93734
N -3.71949 13.08866 -3.22994
C -3.86363 14.56495 -3.09490
C -4.38585 15.29934 -4.38559
O -5.66051 14.74232 -4.75347
C -5.90343 14.40690 -6.13289
H -2.37405 8.34567 -0.76409
H -0.94701 8.96952 -0.06647
H -1.20873 9.01172 -1.82414
H -3.64077 10.41687 -2.44927
H -1.95287 10.90765 -2.81120
H -2.36246 13.04129 -1.58816
H -4.06308 12.69883 -1.32145
H -4.60652 12.69673 -3.51219
H -2.84110 14.79230 -2.79348
H -4.58349 14.79336 -2.30895
H -3.64542 15.03683 -5.14120
H -4.35197 16.36936 -4.18066
H -6.95967 14.61911 -6.29849
H -5.83644 13.32444 -6.24189
H -5.19113 15.02091 -6.68400
C 1.75744 -6.42148 -3.17209
O 2.37966 -5.39523 -3.80450
C 2.39696 -5.28751 -5.23659
C 3.32670 -4.20757 -5.85261
N 2.83523 -2.86611 -5.95450
C 2.88346 -2.14862 -4.68690
C 1.90815 -1.00811 -4.65608
O 0.78826 -1.54112 -3.91355
C -0.44504 -0.99545 -4.11569
H 2.44010 -7.18959 -3.53553
H 0.76980 -6.60221 -3.59632
H 1.63817 -6.46596 -2.08954
H 1.48948 -5.23564 -5.83815
H 2.79728 -6.27509 -5.46582
H 3.73302 -4.51764 -6.81534
H 4.20199 -4.11005 -5.21035
H 1.93197 -2.75368 -6.39221
H 3.92159 -1.82120 -4.63042
H 2.62195 -2.88996 -3.93183
H 1.73902 -0.67205 -5.67909
H 2.31095 -0.24355 -3.99180
H -0.49983 0.09312 -4.10466
H -1.11839 -1.27263 -3.30459
H -0.84400 -1.19114 -5.11101
C 11.84416 -9.72575 4.71986
O 11.07370 -9.32838 3.62032
C 9.99571 -8.47519 3.73668
C 8.90477 -8.86264 4.82227
N 7.63700 -8.16322 4.60135
C 6.52366 -8.58420 5.43766
C 5.64183 -9.51037 4.57653
O 5.13703 -8.83370 3.38052
C 4.43234 -7.57232 3.53395
H 11.95016 -8.86328 5.37789
H 12.78920 -10.19097 4.43956
H 11.30078 -10.54131 5.19707
H 9.51530 -8.39530 2.76153
H 10.30850 -7.43953 3.86962
H 9.27260 -8.61985 5.81919
H 8.80293 -9.93501 4.65571
H 7.30250 -8.14136 3.64861
H 6.02847 -7.66773 5.75856
H 6.95393 -8.98321 6.35622
H 4.74887 -9.87578 5.08368
H 6.26099 -10.40343 4.49167
H 4.19177 -7.35780 4.57520
H 3.51457 -7.65103 2.95122
H 5.01871 -6.71114 3.21352
C -4.81083 3.31008 -0.65406
O -4.67680 3.95065 0.59150
C -4.46054 3.22414 1.84436
C -5.30366 1.86557 1.93775
N -5.82745 1.61463 3.25984
C -6.93496 0.67035 3.31224
C -7.11731 0.12147 4.74356
O -8.22092 0.80238 5.46121
C -7.98725 2.10706 5.89846
H -5.35643 2.37309 -0.76572
H -3.76926 3.15756 -0.93685
H -5.20179 4.05740 -1.34454
H -4.71646 3.96493 2.60189
H -3.38722 3.07144 1.95728
H -4.68486 1.03588 1.59604
H -6.13167 1.88456 1.22913
H -6.18334 2.47705 3.64671
H -6.74344 -0.14939 2.61982
H -7.84406 1.10378 2.89538
H -6.21171 0.19274 5.34597
H -7.45753 -0.89802 4.56192
H -8.72698 2.67872 6.45890
H -7.81370 2.73396 5.02383
H -7.14529 2.14794 6.58950
C 1.15825 2.43079 -0.87275
O 0.88298 1.06125 -0.65410
C 1.46426 0.48673 0.52791
C 0.72361 -0.76524 0.97653
N 1.07186 -1.69090 -0.06871
C 0.55093 -3.00938 0.26876
C -0.98929 -3.15210 0.06466
O -1.32807 -4.51128 0.39007
C -2.56974 -4.83960 -0.28287
H 0.63934 2.62191 -1.81206
H 2.19825 2.75710 -0.86775
H 0.60826 3.05774 -0.17092
H 1.40950 1.10628 1.42303
H 2.54424 0.34944 0.47422
H -0.34430 -0.54695 0.97290
H 1.12656 -1.12220 1.92432
H 0.67615 -1.36114 -0.93748
H 0.82716 -3.42657 1.23713
H 1.12665 -3.52952 -0.49682
H -1.19711 -2.93290 -0.98266
H -1.60237 -2.45512 0.63602
H -3.24997 -3.99299 -0.19002
H -3.09255 -5.75574 -0.00813
H -2.37219 -5.06378 -1.33112
```

Calculated values
- gap between HOMO and LUMO (eV) = 8.661
- ΔE to the lowest compared entry with this formula, charge and spin (kcal per mole) = 160.10
- total charge = 0
- E_tot (Ha) = -3594.34971
- molecular weight (g mol⁻¹) = 1062.481
- highest occupied orbital energy (eV) = -8.55
- LUMO level (eV) = 0.11

(3)
This record from OMol25 describes 2 unconnected molecules or ions with the total composition C2H5NO3. The level of theory is wB97M-V/def2-TZVPD.

Geometry as XYZ:
```
11
C2H5NO3 (wB97M-V/def2-TZVPD)
C 0.26750 -2.05891 -0.87192
N -0.57545 -1.35703 -0.24211
O -0.69916 0.14359 -0.94195
H 0.45760 -1.91599 -1.94616
H 0.96321 -2.71603 -0.33189
H -1.53777 0.51472 -0.60650
O -0.98384 2.01813 0.75993
C -0.09519 1.17007 0.87977
O 1.22215 1.52447 1.01340
H -0.25898 0.18732 1.40145
H 1.23992 2.48965 0.88598
```

Calculated values
- gap between HOMO and LUMO (eV) = 10.094
- ΔE to the lowest compared entry with this formula, charge and spin (kcal per mole) = 100.63
- total charge = 0
- E_tot (Ha) = -359.54896
- molecular weight (g mol⁻¹) = 91.066
- highest occupied orbital energy (eV) = -10.31
- LUMO level (eV) = -0.22
- structure (SMILES) = C=NO.O=CO

The lowest molecular weight belongs to which entry? C2H5NO3